No. 1
DFT (ωB97M-V/def2-TZVPD) results for a 2-piece molecular cluster, C4H9NO overall at a distorted geometry.

## Properties
- Highest occupied orbital energy: -9.55 eV
- DFT total energy: -287.67011 a.u.
- SMILES: C1C[C@H]2N[C@@H]12.O
- Energy above the lowest of the compared OMol25 structures with the same formula, charge and spin: 426.22 kJ/mol

Positions of all 15 atoms, in Å:
1 H 0.38 1.35 1.33
2 H 0.76 -1.84 -1.17
3 H -1.88 -0.29 1.04
4 H 0.48 0.16 -2.36
5 O 1.28 1.65 1.17
6 H 1.51 -0.53 1.11
7 H -1.65 -0.54 -1.64
8 C 0.45 -0.69 0.80
9 C -0.89 -0.26 -0.92
10 H -1.43 1.31 0.46
11 C 0.35 -0.98 -0.66
12 H 1.32 1.49 0.21
13 C -1.11 0.24 0.48
14 N 0.38 0.33 -1.36
15 H 0.04 -1.39 1.51

No. 2
DFT (ωB97M-V/def2-TZVPD) results for one molecule with the formula C12H16BNO5.

## Properties
- Highest occupied orbital energy: -9.38 eV
- DFT total energy: -922.71518 a.u.
- SMILES: COB(O)C1=C(C)C(=O)C=C(CC(=O)N(C)C)C1=O
- Energy above the lowest of the compared OMol25 structures with the same formula, charge and spin: 0.00 kJ/mol

Positions of all 35 atoms, in Å:
1 C 2.17 1.06 -0.94
2 H -1.02 0.93 4.12
3 H -2.31 -1.33 2.67
4 C -1.46 1.72 3.51
5 N 3.27 0.18 -0.84
6 O -2.74 -0.50 2.45
7 H -0.90 2.63 3.67
8 H 2.02 -1.06 0.38
9 C -3.34 -1.97 -0.07
10 B -1.99 0.32 1.62
11 H 1.75 -0.05 -2.69
12 O -1.37 1.41 2.12
13 C 2.80 -1.14 -0.38
14 O -0.92 2.18 -0.57
15 H 3.65 -1.67 0.06
16 H 5.16 0.07 0.02
17 O 1.97 1.96 -0.18
18 H -0.27 -1.16 -3.31
19 H -3.68 -2.61 -0.88
20 H -4.19 -1.53 0.45
21 C -2.40 -0.93 -0.62
22 O -2.95 -1.38 -2.88
23 C 4.29 0.72 0.07
24 H -2.80 -2.60 0.64
25 H 1.25 1.64 -2.77
26 C -0.13 0.33 -1.80
27 C -0.74 -0.65 -2.48
28 C -0.93 0.98 -0.71
29 C -1.82 0.06 0.08
30 H 3.94 0.75 1.11
31 H -2.49 1.88 3.81
32 H 2.45 -1.75 -1.21
33 C -2.11 -1.02 -2.09
34 C 1.28 0.76 -2.14
35 H 4.55 1.73 -0.24

No. 3
DFT (ωB97M-V/def2-TZVPD) results for C5H11N3 as an isolated structure at a distorted geometry.

## Properties
- Highest occupied orbital energy: -8.10 eV
- DFT total energy: -361.24464 a.u.
- Energy above the lowest of the compared OMol25 structures with the same formula, charge and spin: 380.04 kJ/mol

Positions of all 19 atoms, in Å:
1 H -0.32 3.13 0.18
2 H 0.65 2.12 -0.96
3 N -0.05 1.21 0.86
4 H 2.19 -0.61 -1.64
5 C -1.04 -1.89 0.52
6 H -2.93 -0.55 -0.79
7 C -0.18 2.13 -0.25
8 H -0.04 -2.04 0.92
9 N -1.99 -0.23 -1.08
10 H 0.18 -0.47 -0.96
11 C 2.00 0.09 0.19
12 H 2.90 -0.39 0.57
13 N 1.57 -0.09 -1.03
14 C -1.04 -0.79 -0.50
15 H 1.20 0.29 2.16
16 H -1.39 -2.83 0.08
17 C 1.09 0.64 1.14
18 H -1.69 -1.62 1.36
19 H -1.09 1.89 -0.80

No. 4
DFT (ωB97M-V/def2-TZVPD) results for a 2-piece molecular cluster, C2H7N2O2 overall at a distorted geometry.

## Properties
- Charge: -1
- Highest occupied orbital energy: -3.99 eV
- DFT total energy: -340.43730 a.u.
- Energy above the lowest of the compared OMol25 structures with the same formula, charge and spin: 89.26 kJ/mol

Positions of all 13 atoms, in Å:
1 H 2.43 -0.73 -1.31
2 H 1.73 -2.22 -0.88
3 H -3.32 2.29 1.65
4 O -1.77 1.78 0.45
5 H 1.14 -1.17 1.15
6 H 0.60 0.10 0.40
7 H 0.11 -0.06 -1.91
8 N 1.41 -0.52 0.41
9 H -0.35 -1.60 -1.45
10 N 0.38 -1.03 -1.87
11 O -1.64 2.16 2.69
12 C 1.50 -1.15 -0.92
13 C -2.21 2.13 1.57

No. 5
DFT (ωB97M-V/def2-TZVPD) results for one molecule with the formula C9H6O2 at a distorted geometry.

## Properties
- Highest occupied orbital energy: -8.35 eV
- DFT total energy: -496.89069 a.u.
- SMILES: C#CC1Oc2ccccc2O1
- Energy above the lowest of the compared OMol25 structures with the same formula, charge and spin: 367.92 kJ/mol

Positions of all 17 atoms, in Å:
1 C -1.90 -0.25 -0.31
2 C 1.92 2.83 1.71
3 H -2.85 -2.35 -0.27
4 H 2.13 3.09 2.70
5 C 1.34 1.64 -0.58
6 C 1.74 2.37 0.62
7 C -0.85 -2.39 -0.09
8 C -0.70 0.38 -0.57
9 C 0.40 -1.75 0.00
10 H -2.91 0.26 -0.27
11 H 1.58 2.07 -1.49
12 C -1.98 -1.67 -0.30
13 C 0.41 -0.45 -0.42
14 H -0.92 -3.39 0.08
15 O 1.63 0.30 -0.46
16 H 1.30 -2.34 0.28
17 O -0.35 1.65 -0.63

No. 6
DFT (ωB97M-V/def2-TZVPD) results for a 7-piece molecular cluster, C40H103ClN7O12P overall.

## Properties
- Highest occupied orbital energy: -7.88 eV
- DFT total energy: -3673.14713 a.u.
- SMILES: NC[PH3]CCCCl.COCCNCCOC.COCCNCCOC.COCCNCCOC.COCCNCCOC.COCCNCCOC.COCCNCCOC

Positions of all 164 atoms, in Å:
1 O -7.29 5.01 2.50
2 C 1.69 -2.33 -3.82
3 H -1.29 -4.57 -0.85
4 H 3.30 -2.61 -0.40
5 H -2.82 4.28 6.99
6 H 3.24 -1.02 -3.20
7 H 3.21 5.15 -3.16
8 C 1.58 6.55 -2.96
9 H -3.33 6.16 -0.69
10 H 10.69 3.67 -0.35
11 H -4.31 3.19 5.28
12 C -3.10 3.91 1.97
13 C -10.10 8.93 3.05
14 C -1.60 -5.62 -0.93
15 C -8.09 9.82 3.98
16 H -7.76 6.31 0.22
17 O -0.46 -6.38 -0.60
18 O 2.26 -3.42 -3.10
19 H 8.00 1.78 2.27
20 H -3.43 -7.35 -2.11
21 H -1.01 6.52 0.37
22 H -10.23 6.82 2.96
23 H 1.72 -1.64 -1.35
24 H 10.00 4.07 1.23
25 H -2.64 2.52 6.88
26 H -8.48 10.84 3.91
27 H -2.86 2.63 4.44
28 H 7.92 3.17 4.97
29 H -1.77 7.88 -0.55
30 O -1.09 3.57 6.08
31 C -0.74 3.87 2.41
32 C 10.12 4.05 4.51
33 C 2.09 0.34 -1.18
34 H -4.13 -11.19 0.08
35 H 3.77 1.26 -0.29
36 H -2.16 5.01 -0.88
37 C 2.54 4.95 -1.17
38 C -3.27 3.43 5.06
39 H -10.92 7.65 1.55
40 H 5.74 3.38 1.20
41 H 1.49 0.46 -0.28
42 C 3.68 -11.98 -4.43
43 H -2.43 -5.62 1.02
44 H -8.42 4.13 1.09
45 C -3.80 4.73 3.05
46 H 4.69 -1.89 -1.26
47 H 0.57 4.72 6.34
48 H -2.25 5.02 4.33
49 H -3.01 -9.98 0.77
50 H 0.60 -2.39 -3.83
51 H -0.13 -10.07 -6.23
52 H -0.52 4.51 3.27
53 C -7.38 5.66 3.77
54 C 2.61 -12.37 -6.54
55 C 0.72 -10.09 -5.55
56 C 8.35 2.48 4.24
57 H -4.84 4.41 3.11
58 H 2.71 -12.28 -4.02
59 O 1.53 -9.11 -3.50
60 H -0.44 7.81 -2.62
61 O 3.84 -0.68 0.21
62 N 1.95 -9.92 -6.31
63 C -8.48 5.01 1.74
64 H -3.70 3.99 1.06
65 H -9.91 9.79 2.40
66 H -5.13 -9.12 -2.12
67 C -2.78 -5.82 0.01
68 H 2.52 5.55 -0.26
69 H -9.50 6.06 0.18
70 H -8.06 7.69 2.13
71 C 9.83 3.50 0.31
72 H -4.96 -6.84 -1.36
73 C 1.31 -4.21 -2.42
74 C 6.72 3.85 1.13
75 O 8.67 3.93 -0.38
76 H 3.10 -8.19 -2.60
77 H -9.35 4.84 2.39
78 C -1.40 6.86 -0.60
79 C -0.50 4.78 6.53
80 H 1.84 -5.05 -1.98
81 H 0.82 -3.66 -1.62
82 H -0.43 -9.08 -4.06
83 H -5.15 -9.14 -0.35
84 H 1.20 5.98 -3.81
85 H 2.71 -9.78 -5.67
86 H -3.54 -5.07 -0.22
87 H 6.54 4.91 0.89
88 N -3.22 4.73 4.39
89 H 0.62 -8.00 -5.01
90 C 2.27 -11.04 -7.19
91 C -0.41 -7.69 -1.15
92 H -3.05 2.84 2.22
93 H 9.58 4.90 4.08
94 H 11.18 4.16 4.29
95 C 2.47 -8.04 -3.47
96 C 3.55 0.30 -0.76
97 H -7.47 9.61 3.10
98 H 3.57 6.54 -2.13
99 H 8.26 4.24 2.38
100 H 1.62 4.39 -1.22
101 P 0.08 6.77 -1.81
102 H 1.44 -11.19 -7.88
103 O -3.41 -9.80 -1.28
104 H -0.66 4.91 7.61
105 H 1.86 7.53 -3.36
106 H 0.94 7.18 -0.73
107 H 3.13 -10.74 -7.79
108 H 7.68 2.17 0.10
109 H -2.40 -11.26 -0.30
110 C -3.24 -10.59 -0.12
111 H 0.63 -7.96 -1.29
112 N 7.35 3.81 2.44
113 C 2.14 -1.01 -3.23
114 C 0.56 -8.98 -4.53
115 H 9.79 2.43 0.55
116 N 1.56 -0.81 -1.91
117 H -7.47 9.73 4.87
118 H 4.47 -12.49 -3.87
119 N -3.42 -7.14 0.01
120 H -3.81 5.77 2.71
121 H 3.09 -8.02 -4.36
122 H 9.99 4.05 5.59
123 H 0.15 3.86 1.78
124 H -0.86 -8.42 -0.47
125 C 7.51 2.46 2.98
126 H -8.38 5.57 4.20
127 C -10.08 7.65 2.25
128 H -6.66 5.18 4.44
129 H -1.87 -5.78 -1.98
130 H 6.83 3.32 -0.92
131 C 4.18 -1.96 -0.29
132 N -8.84 7.53 1.50
133 O 3.81 -12.36 -5.79
134 H 1.82 -0.20 -3.88
135 H 4.23 0.21 -1.62
136 H 0.55 -4.60 -3.11
137 H 1.92 1.24 -1.79
138 O -9.14 8.88 4.11
139 H 3.81 -10.91 -4.29
140 H 2.77 -13.10 -7.34
141 H 8.34 1.48 4.68
142 H 2.05 -2.39 -4.85
143 C 2.82 5.81 -2.39
144 H -0.94 2.86 2.75
145 C -2.48 3.46 6.35
146 H -11.09 9.05 3.51
147 H -0.90 5.65 6.01
148 Cl 3.83 3.73 -0.93
149 C 7.48 3.24 -0.04
150 O 9.70 2.82 3.95
151 H 1.79 -12.76 -5.92
152 H 4.86 -2.43 0.42
153 H -0.92 -7.73 -2.12
154 O -1.81 4.39 1.63
155 H 6.53 2.05 3.21
156 H -0.31 5.42 -2.09
157 N -2.43 5.96 -1.12
158 H -2.71 -7.83 0.21
159 C -8.65 6.23 0.85
160 H 0.69 -11.05 -5.01
161 H 1.96 -7.07 -3.37
162 C -4.08 -7.48 -1.24
163 C -4.53 -8.93 -1.23
164 H -7.10 6.71 3.69

Values for E_LUMO, Eh, ordered as above
0.03419, -0.02888, -0.01337, 0.14053, 0.03057, 0.02437